6 unconnected molecules or ions with the total composition C4H21N3O6, computed with the ωB97M-V functional and the def2-TZVPD basis.

Values from the calculation:
Energy relative to the best compared isomer or geometry (same formula, charge and spin) ... 308.4 kJ/mol
Lowest unoccupied orbital energy ... 0.486 eV

Geometry as XYZ:
```
34
Properties=species:S:1:pos:R:3:forces:R:3
N 0.688 0.486 -3.685 0.1 0.3 -0.1
C -0.443 -0.425 -3.365 -1.3 2.9 -1.3
N -1.144 -0.040 -2.146 1.3 -2.6 1.4
C -0.473 -0.517 -0.935 -0.6 -0.6 1.2
C -1.496 -0.840 0.185 0.0 0.2 0.3
N -1.863 0.296 1.058 1.0 -0.2 -0.7
C -0.819 0.669 1.894 -1.7 -0.9 0.6
O 0.124 -0.066 2.080 0.3 0.0 -0.1
H 0.855 1.120 -2.907 0.1 -0.4 0.4
H 0.438 1.162 -4.400 -0.2 -0.4 -0.3
H -1.270 -0.256 -4.067 0.6 -0.1 -0.7
H -0.135 -1.451 -3.565 -0.1 -0.2 1.3
H -1.378 0.933 -2.038 0.2 0.3 -0.7
H 0.381 0.079 -0.549 -0.6 0.3 -0.1
H 0.011 -1.490 -1.014 -0.1 -0.1 -1.1
H -1.100 -1.571 0.880 0.4 0.1 -0.3
H -2.379 -1.346 -0.226 0.0 0.7 -0.2
H -2.562 0.930 0.697 0.3 0.3 0.4
H -1.005 1.524 2.555 0.0 0.4 -0.4
O -2.156 -2.350 2.769 -0.6 0.4 0.3
H -2.815 -1.826 2.284 0.3 -0.2 0.3
H -1.861 -2.999 2.139 0.2 -0.4 -0.3
O 0.262 2.938 -0.698 0.0 -0.1 0.1
H 0.069 2.150 -0.174 0.0 0.1 0.0
H 1.227 2.986 -0.672 -0.1 0.0 -0.1
O 0.914 -2.677 0.828 0.1 -0.3 -0.8
H 0.898 -3.475 1.367 0.2 0.7 0.4
H 0.976 -1.846 1.319 -0.2 -0.4 0.6
O 2.938 1.233 -0.817 -0.6 2.3 0.7
H 2.400 0.951 -0.066 0.5 -1.0 -0.3
H 3.348 0.598 -1.371 0.0 -1.4 -0.1
O 2.229 1.244 2.237 0.5 0.4 -0.4
H 2.233 0.715 3.051 0.2 0.3 -0.5
H 3.106 1.620 2.061 -0.2 -0.3 0.6
```
Positions in Å, forces in eV/Å.

=====

A gas-phase ion, C4H13NP (charge +1), computed with the ωB97M-V functional and the def2-TZVPD basis.

Values from the calculation:
Total charge ... +1
Energy relative to the best compared isomer or geometry (same formula, charge and spin) ... 236.5 kJ/mol
Lowest unoccupied orbital energy ... -3.439 eV

Geometry as XYZ:
```
19
Properties=species:S:1:pos:R:3:forces:R:3
C -0.482 -1.566 -0.377 -5.4 2.4 2.5
C -0.700 -0.215 0.502 -0.9 -0.7 0.1
P -2.460 0.491 0.140 0.5 -0.4 -0.2
N 0.345 0.826 0.361 0.9 3.7 -0.6
C 1.631 0.593 1.087 -2.0 0.8 2.9
C 0.662 1.131 -1.084 -2.0 2.5 -1.1
H 0.382 -1.989 -0.078 3.0 -1.7 0.2
H -0.804 -1.504 -1.416 0.7 0.2 0.0
H -1.355 -2.139 0.112 1.6 0.2 -0.8
H -0.622 -0.339 1.599 -0.4 -1.0 -0.6
H -2.996 -0.806 0.257 -0.2 0.1 -0.2
H -2.855 0.782 1.459 0.2 0.2 0.2
H 0.015 1.756 0.835 0.2 -2.1 -1.4
H 2.265 0.052 0.468 1.5 -0.8 -0.6
H 1.956 1.557 1.505 0.6 -0.1 -1.1
H 1.349 0.131 2.054 0.4 -0.6 -0.7
H 1.417 1.936 -1.334 -0.2 -1.4 1.1
H 0.733 0.212 -1.627 0.7 -0.4 -0.1
H -0.251 1.638 -1.521 0.6 -0.8 0.6
```
Positions in Å, forces in eV/Å.

=====

> energy relative to the best compared isomer or geometry (same formula, charge and spin) of number 1 (C4H21N3O6)?

308.4 kJ/mol

=====

> energy relative to the best compared isomer or geometry (same formula, charge and spin) of number 1 (C4H21N3O6)?

308.4 kJ/mol